DFT (ωB97M-V with the def2-TZVPD basis set) results for a molecular structure, C47H61GeN3OOsSe at a distorted geometry.

Computed properties:
* energy above the lowest of the compared OMol25 structures with the same formula, charge and spin: 0.00 kcal/mol
* HOMO level: -13.012 eV
* HOMO-LUMO gap: 0.243 hartree
* total charge: +2
* LUMO level: -6.39 eV
* spin multiplicity: 1

Structure (XYZ):
```
115
C47H61GeN3OOsSe (ωB97M-V with the def2-TZVPD basis set)
H 5.404 -3.503 2.719
C -0.108 5.537 -1.384
C -1.725 1.251 -0.512
H -1.799 -1.370 -2.164
H 5.434 3.164 -0.114
N -0.542 -2.890 -0.332
C 1.454 2.501 2.250
C -2.852 -1.543 -2.395
H -3.132 0.484 -3.167
N -1.807 0.008 -0.203
H 6.865 0.059 0.565
C -0.371 1.842 -0.467
C -4.545 3.590 -1.623
H 4.489 -2.943 -1.586
H -4.656 1.500 -1.058
H -2.227 0.709 2.098
H 1.088 1.204 -4.374
Se 2.175 -2.133 0.784
C 1.741 3.787 3.024
C -1.444 5.730 -1.660
C -3.133 -0.539 -0.071
C 1.159 1.636 -3.373
H -5.734 -0.635 2.081
C -3.648 -1.297 -1.127
C -4.945 -1.784 -0.994
C 0.402 4.288 -0.974
Os 0.006 -0.939 0.221
C -1.185 -3.656 0.566
H 1.461 4.175 -0.778
H 0.439 -2.830 -2.143
C 2.227 0.881 -2.574
H -2.688 -1.126 3.717
C -5.139 -0.810 1.192
C -2.660 2.291 -0.929
C 2.677 1.554 -1.281
H 6.285 -4.302 1.416
H 1.762 4.659 2.368
C 1.545 1.288 3.178
H 7.867 -1.354 0.919
H 0.964 3.945 3.774
C 3.766 -1.023 0.937
H 4.015 3.389 1.876
H -2.296 -3.165 -3.714
C 1.804 -0.573 -2.389
C -3.253 -0.551 -3.494
H -1.311 -1.085 2.428
H 6.857 -0.651 2.188
N 0.595 1.062 -0.101
H 4.578 2.044 -2.133
H 4.525 -4.304 1.397
H -1.790 6.705 -1.980
Ge 5.439 -2.052 0.606
H -5.607 3.648 -1.827
H -4.298 -0.693 -3.779
H -4.376 -0.688 3.785
C -5.687 -1.536 0.148
H -3.963 2.431 1.547
C -3.848 -0.294 1.116
C 6.906 -0.879 1.121
H 2.345 -1.796 3.277
H 0.577 6.368 -1.490
H 0.818 -0.629 -1.884
C -0.217 -4.825 -1.687
C -1.857 3.444 -1.111
H -2.802 -3.709 -2.104
C 5.425 -2.450 -1.309
C 2.074 -2.648 2.660
H -1.797 -3.477 2.632
H 3.735 -0.540 1.911
H 0.878 1.408 4.036
H 2.563 1.183 3.563
H -5.045 1.683 2.724
H -4.221 5.639 -2.120
H -2.726 -2.510 1.459
C 3.638 2.856 1.012
C -1.339 -5.018 0.408
C -3.768 4.712 -1.789
H 2.762 -3.472 2.823
H 3.119 0.872 -3.203
H -2.640 -0.699 -4.385
C -4.006 2.357 -1.189
C -3.996 1.840 2.460
C -3.379 -0.281 3.628
C 2.352 2.325 1.037
H 6.243 -3.123 -1.571
C -0.070 -3.475 -1.441
H 2.693 3.736 3.557
H -3.996 -3.171 -3.285
C -2.374 4.668 -1.531
C -0.478 3.237 -0.842
C 1.912 1.649 -0.111
H 1.661 -1.055 -3.360
C -1.738 -2.891 1.718
H 3.678 -0.240 0.188
H 0.422 2.573 1.897
C -2.995 -2.981 -2.895
O -0.839 -1.767 1.931
H -5.384 -2.361 -1.799
H -0.956 -6.682 -0.896
C -0.849 -5.616 -0.743
H 2.530 -1.159 -1.824
H -6.700 -1.915 0.228
H -3.534 2.419 3.263
H 0.167 1.557 -2.924
C -3.283 0.492 2.299
H 5.532 -1.539 -1.903
H 1.056 -2.956 2.877
H 1.276 0.372 2.653
C 3.954 2.110 -1.247
C 4.438 2.740 -0.114
H -1.841 -5.596 1.173
H -3.161 0.384 4.464
H 1.405 2.693 -3.482
C 5.402 -3.704 1.646
H 0.176 -5.245 -2.603
```